17
Properties=species:S:1:pos:R:3:lowdin_charge:R:1 method="wB97M-V/def2-TZVPD" gap_ev="9.21 / 6.51" homo_ev="-9.676 / -7.502"
C 2.21 -0.44 0.72 -0.10
C 2.04 0.71 -0.03 -0.07
C 1.11 -1.16 1.15 -0.08
C 0.73 1.14 -0.35 0.00
C -0.18 -0.73 0.95 0.00
C -0.37 0.43 0.13 -0.16
C -1.68 0.94 -0.10 -0.30
C -2.51 -0.73 -1.26 -0.25
O -2.78 0.22 -0.20 0.10
F -1.74 2.23 -0.52 0.10
F -1.99 -0.09 -2.30 0.12
F -1.71 -1.75 -0.89 0.11
H 3.23 -0.92 0.67 0.13
H 2.80 1.45 -0.23 0.10
H 1.30 -2.02 1.75 0.10
H 0.45 2.00 -0.88 0.10
H -0.91 -1.27 1.38 0.08


17
Properties=species:S:1:pos:R:3:lowdin_charge:R:1 method="wB97M-V/def2-TZVPD" gap_ev=8.45 smiles=Oc1cnnc2c(F)cccc12 homo_ev=-9.085
O -1.01 -2.52 0.75 0.05
C -0.15 -1.45 1.06 -0.20
C 0.85 -1.43 2.04 -0.07
N 1.67 -0.41 2.31 0.03
N 1.48 0.69 1.63 0.07
C 0.57 0.75 0.55 -0.13
C 0.54 1.96 -0.31 -0.13
F 1.31 3.10 0.00 0.03
C -0.16 1.88 -1.49 -0.04
C -0.93 0.77 -1.84 -0.06
C -0.88 -0.40 -1.02 0.02
C -0.08 -0.38 0.20 -0.16
H -1.29 -2.52 -0.17 0.07
H 1.08 -2.42 2.49 0.13
H 0.01 2.80 -2.15 0.15
H -1.65 0.89 -2.68 0.12
H -1.33 -1.32 -1.38 0.10


16
Properties=species:S:1:pos:R:3:lowdin_charge:R:1 method="wB97M-V/def2-TZVPD" gap_ev="6.70 / 6.82" homo_ev="-7.400 / -7.537"
C 2.18 -0.60 -0.41 -0.09
C 2.12 0.76 -0.70 -0.08
C 1.09 -1.25 0.11 -0.04
C 0.96 1.47 -0.42 -0.01
C -0.09 -0.55 0.48 -0.32
C -0.11 0.84 0.21 -0.31
C -0.99 -1.18 1.33 0.15
C -3.14 0.00 0.28 -1.03
O -1.18 1.62 0.54 -0.41
S -2.70 1.50 -0.12 0.91
I -4.99 -0.70 -0.31 0.78
H 3.08 -1.15 -0.63 0.10
H 2.96 1.26 -1.15 0.10
H 1.14 -2.31 0.31 0.11
H 0.88 2.52 -0.65 0.12
H -1.22 -2.22 1.12 0.02


20
Properties=species:S:1:pos:R:3:lowdin_charge:R:1 method="wB97M-V/def2-TZVPD" gap_ev=7.53 smiles="O=c1c2[nH]cnc2nc2ncc(O)cn12" homo_ev=-8.145
O -0.59 0.77 2.10 0.10
C -0.05 0.36 1.13 -0.41
C 1.40 0.51 1.14 -0.12
N 2.42 0.93 1.96 0.13
C 3.63 0.79 1.23 -0.16
N 3.37 0.31 0.11 0.11
C 2.04 0.03 0.06 -0.29
N 1.44 -0.69 -1.02 0.19
C 0.10 -0.73 -0.98 -0.33
N -0.46 -1.19 -2.14 0.15
C -1.78 -1.15 -2.21 -0.01
C -2.67 -0.60 -1.16 -0.32
O -3.90 -0.38 -1.45 0.09
C -2.06 -0.32 0.10 0.09
N -0.67 -0.31 0.11 0.09
H 2.26 1.37 2.81 0.12
H 4.65 1.01 1.71 0.15
H -2.35 -1.41 -3.13 0.13
H -4.11 0.53 -1.20 0.15
H -2.67 0.16 0.83 0.12


19
Properties=species:S:1:pos:R:3:lowdin_spin:R:1 method="wB97M-V/def2-TZVPD" charge=+2 gap_ev="6.78 / 6.64" multiplicity=3 homo_ev="-15.256 / -18.479" s2=2.0223
O -4.55 -2.44 0.32 0.05
C -3.75 -1.70 -0.06 0.12
Pt -2.47 -0.49 -0.76 0.43
C -3.30 1.20 -0.25 0.12
C -1.89 -1.48 -2.33 0.12
O -3.81 2.21 -0.04 0.04
O -1.54 -1.97 -3.32 0.04
S -0.53 0.94 -1.40 0.76
C 0.69 0.63 -0.22 0.07
N 1.92 0.31 -0.76 0.05
C 3.02 0.02 0.01 0.04
C 2.91 0.04 1.38 0.07
C 1.70 0.45 1.96 -0.01
C 0.60 0.77 1.16 0.09
H 2.00 0.29 -1.77 0.00
H 3.93 -0.24 -0.53 0.00
H 3.77 -0.22 2.00 0.00
H 1.63 0.54 3.04 0.00
H -0.34 1.13 1.56 0.00


15
Properties=species:S:1:pos:R:3:lowdin_charge:R:1 method="wB97M-V/def2-TZVPD" charge=+1 gap_ev=6.55 homo_ev=-14.542
C 1.56 -0.19 -1.28 0.00
C 1.24 1.15 -1.01 0.09
C 0.89 -1.22 -0.67 0.07
C 0.23 1.47 -0.09 0.06
C -0.22 -0.93 0.21 -0.18
C -0.51 0.47 0.46 0.01
C -1.02 -1.83 0.77 0.49
C -1.74 0.68 1.38 -0.55
O -2.04 1.82 1.63 0.16
O -2.28 -0.40 1.75 0.14
H 2.35 -0.42 -1.98 0.13
H 1.78 1.94 -1.51 0.14
H 1.17 -2.25 -0.84 0.14
H 0.00 2.50 0.16 0.15
H -1.39 -2.79 1.02 0.14


14
Properties=species:S:1:pos:R:3:lowdin_charge:R:1 method="wB97M-V/def2-TZVPD" gap_ev="8.20 / 8.20" homo_ev="-8.091 / -8.092"
C -0.92 -1.50 0.00 -0.08
C -1.29 -1.42 -1.25 0.07
C 0.62 0.29 -1.47 -0.07
C 1.31 0.78 -0.42 0.03
C -0.22 -1.15 1.12 -0.10
C 0.66 1.31 0.82 -0.11
C -0.82 0.05 -1.00 -0.27
C -0.20 0.19 0.50 -0.20
H 1.00 0.04 -2.46 0.11
H -0.73 -1.21 2.00 0.10
H 0.71 -1.63 1.28 0.13
H 1.18 1.14 1.70 0.09
H 0.19 2.32 0.65 0.15
H -1.49 0.79 -1.47 0.14


14
Properties=species:S:1:pos:R:3:lowdin_charge:R:1 method="wB97M-V/def2-TZVPD" gap_ev="8.40 / 6.61" homo_ev="-8.930 / -7.342"
C 1.97 -0.39 -0.57 -0.10
C -0.12 0.10 0.30 -0.02
C 1.13 -0.23 -1.57 0.11
C -0.27 -0.03 -1.11 -0.26
C 1.27 -0.09 0.70 -0.30
C -1.47 -0.16 -1.73 0.01
C 1.83 0.21 1.93 0.10
C -2.70 -0.21 -2.16 0.04
H 3.07 -0.69 -0.61 0.13
H -0.80 0.35 1.15 0.13
H 1.30 0.34 2.83 0.04
H 2.81 0.39 2.11 0.02
H -3.08 -1.22 -2.41 0.09
H -3.19 0.64 -2.31 0.01